DFT (the ωB97M-V functional and the def2-TZVPD basis) results for 2 unconnected molecules or ions with the total composition C4H12O3 in a non-equilibrium geometry.

XYZ file:
```
19
Properties=species:S:1:pos:R:3:mulliken_spin:R:1
C -1.718 -0.683 0.845 0.488
O -1.941 -1.850 0.056 0.073
C -1.299 0.522 0.001 0.379
C 0.207 0.642 -0.059 -0.072
C 0.671 1.938 -0.698 0.938
O 0.703 -0.520 -0.781 -1.634
H -0.992 -0.903 1.627 -0.013
H -2.681 -0.480 1.314 -0.065
H -1.171 -1.977 -0.518 0.179
H -1.671 1.451 0.435 -0.021
H -1.655 0.350 -1.007 -0.444
H 0.678 0.516 0.912 -0.075
H 0.193 2.772 -0.161 0.143
H 0.389 1.954 -1.746 -0.209
H 1.720 2.115 -0.500 -0.302
H 0.902 -0.283 -1.717 1.129
H 2.581 -2.647 0.671 -0.087
H 2.336 -1.168 0.336 0.264
O 2.749 -1.751 0.990 0.329
```

Output
E_HOMO (spin up / spin down), eV: 0.94 / -6.77
Energy relative to the best compared isomer or geometry (same formula, charge and spin), kcal/mol: 14.7
E_LUMO (spin up / spin down), eV: 3.93 / 3.76
Total charge: -1
E, eV: -10483.864
Frontier orbital gap (spin up / spin down), eV: 3.0 / 10.5
2S+1: 2